# 1
One molecule with the formula C20H14BrF3S, computed with the ωB97M-V functional and the def2-TZVPD basis.

Geometry as ORCA input:
```
! RIJCOSX wB97M-V def2-TZVPD def2/J DEFGRID3
* xyz 0 1
Br -2.95 -1.79 0.29
S 2.60 -2.97 3.38
F 5.77 -9.54 2.82
F 6.85 -7.73 2.14
F 5.18 -8.51 0.96
C 0.93 -3.00 1.22
C 3.44 -3.44 6.55
C 2.98 -5.58 4.20
C 4.18 -5.95 4.81
C 0.22 -1.56 3.02
C 2.23 -3.78 5.94
C 2.54 -6.37 3.13
C 3.46 -2.73 7.75
C 4.65 -7.47 3.02
C 5.07 -6.83 4.18
C 2.15 -4.36 4.53
C 5.61 -8.31 2.23
C -0.24 -2.72 0.51
C -1.24 -1.94 1.11
C 1.04 -2.67 7.74
C 1.11 -2.54 2.54
C 2.26 -2.34 8.35
C 3.36 -7.30 2.53
C -0.96 -1.26 2.32
C 1.03 -3.44 6.58
H 3.02 -7.86 1.66
H 1.73 -3.56 0.76
H 4.44 -2.45 8.17
H 0.46 -1.02 3.93
H 2.29 -1.69 9.22
H 0.11 -2.31 8.17
H 4.37 -3.72 6.06
H -0.40 -3.10 -0.49
H -1.68 -0.53 2.68
H 1.10 -4.56 4.26
H 1.53 -6.22 2.74
H 6.07 -6.99 4.59
H 0.08 -3.75 6.14
H 4.45 -5.55 5.79
*
```

Values from the calculation:
F_max: 1.3 eV/Å
Orbital gap: 0.3282 Ha

For each atom in turn, the Mulliken charge in e is: -0.171 -0.128 -0.249 -0.256 -0.277 -0.228 -0.337 -0.092 -0.151 -0.203 0.367 -0.520 -0.796 0.436 -1.193 0.153 0.859 -0.402 0.004 -0.691 -0.220 -0.419 -0.828 -0.366 -0.220 0.426 0.430 0.358 0.427 0.365 0.386 0.424 0.406 0.406 0.559 0.379 0.386 0.362 0.614

***

# 2
A 2-piece molecular cluster, C6H14S overall, computed with the ωB97M-V functional and the def2-TZVPD basis.

Geometry as ORCA input:
```
! RIJCOSX wB97M-V def2-TZVPD def2/J DEFGRID3
* xyz 0 3
S 1.36 -2.56 -0.95
C -0.12 1.10 1.84
C -0.75 2.25 1.11
C 1.14 1.22 2.22
C 0.47 -1.58 -2.27
C -1.07 1.46 -0.22
C 0.16 -3.00 0.21
H -0.67 -2.30 0.18
H 1.72 0.48 2.54
H -0.05 3.16 0.78
H 2.05 -1.50 -0.41
H -1.47 2.03 -0.95
H -0.67 0.13 2.01
H -1.67 2.54 1.64
H 1.14 -0.89 -2.81
H 0.02 -2.30 -2.94
H -1.67 0.58 -0.16
H -0.13 1.10 -0.78
H -0.49 -1.28 -1.90
H -0.01 -4.16 -0.06
H 1.64 2.09 2.27
*
```

Values from the calculation:
F_max: 4.8 eV/Å
Orbital gap (spin up / spin down): 0.1598 / 0.2804 Ha
⟨S²⟩: 2.006

For each atom in turn, the Mulliken charge in e is: -0.101 -0.041 -0.245 -1.110 -1.069 -1.250 -0.539 0.265 0.402 0.238 0.073 0.541 0.314 0.278 0.318 0.565 0.337 0.218 0.200 0.305 0.302

***

# 3
One molecule with the formula C3H5Br, computed with the ωB97M-V functional and the def2-TZVPD basis.

Geometry as ORCA input:
```
! RIJCOSX wB97M-V def2-TZVPD def2/J DEFGRID3
* xyz 0 1
Br -3.16 -0.05 0.03
C 1.18 0.02 0.09
C -1.30 0.45 -0.01
C -0.19 -0.53 -0.06
H 1.76 -0.45 -0.80
H 1.28 1.10 -0.19
H -0.20 -1.57 -0.06
H -0.99 1.53 0.02
H 1.62 -0.48 0.98
*
```

Values from the calculation:
F_max: 7.9 eV/Å
Orbital gap: 0.3570 Ha

For each atom in turn, the Mulliken charge in e is: -0.166 -0.925 -0.427 -0.002 0.249 0.324 0.399 0.294 0.255

***

# 4
C28H40AuN2O2P2 as an isolated structure, computed with the ωB97M-V functional and the def2-TZVPD basis.

Geometry as ORCA input:
```
! RIJCOSX wB97M-V def2-TZVPD def2/J DEFGRID3
* xyz 1 1
Au -0.51 0.01 0.32
P -0.43 -2.25 -0.33
P -0.62 2.31 -0.24
O -1.55 -0.54 2.26
O 2.45 1.22 3.33
N 0.50 0.32 2.51
N 1.20 0.16 -0.96
C 2.60 -0.91 -2.65
C -2.36 2.94 1.77
C 1.24 -3.21 1.59
C 1.41 0.64 3.50
C 1.29 -3.31 -2.24
C -1.52 2.75 -1.80
C 1.12 2.54 -0.62
C -0.02 3.76 2.08
C 1.60 -0.95 -1.66
C 2.31 -3.25 -3.16
C -3.13 -2.77 -0.36
C 3.10 3.89 -0.83
C -1.92 -2.75 -1.29
C 0.94 -2.18 -1.49
C 2.96 -2.04 -3.36
C -0.59 -0.22 3.02
C -0.53 -0.39 4.52
C 1.73 3.79 -0.67
C 1.87 1.37 -0.82
C 3.86 2.73 -0.88
C -0.12 -3.52 0.96
C -1.13 3.52 1.06
C 0.86 0.16 4.85
C -2.11 -1.78 -2.46
C -0.84 2.06 -2.98
C -3.00 2.39 -1.71
C 3.26 1.48 -0.86
C -0.24 -4.98 0.53
H 1.31 -2.16 1.88
H -1.40 4.45 0.55
H 1.13 4.69 -0.58
H -3.23 -1.81 0.16
H -1.41 3.84 -1.90
H 0.61 -5.29 -0.08
H -1.25 -1.78 -3.12
H -0.44 4.24 2.97
H 2.04 -3.41 0.87
H -1.72 -3.76 -1.68
H 4.94 2.79 -0.92
H 3.87 0.59 -0.86
H 0.73 -4.23 -2.10
H -0.25 -5.60 1.42
H -1.16 -5.18 -0.02
H -1.35 0.17 4.98
H 3.07 0.04 -2.88
H -2.75 3.66 2.48
H -3.13 1.33 -1.46
H -0.77 0.98 -2.81
H 2.58 -4.12 -3.74
H -0.67 -1.44 4.77
H -3.16 2.68 1.08
H -3.49 2.56 -2.67
H -4.04 -2.94 -0.93
H -3.06 -3.55 0.40
H -0.91 -3.30 1.68
H 0.84 1.00 5.55
H -2.99 -2.07 -3.05
H 0.78 4.40 1.70
H -1.42 2.22 -3.89
H 1.41 -3.83 2.47
H 3.58 4.86 -0.87
H -2.09 2.03 2.31
H 1.53 -0.59 5.26
H 0.44 2.82 2.38
H 3.75 -1.96 -4.10
H -2.27 -0.77 -2.08
H 0.17 2.44 -3.14
H -3.53 2.98 -0.96
*
```

Values from the calculation:
F_max: 2.1 eV/Å
Orbital gap: 0.1990 Ha

For each atom in turn, the Mulliken charge in e is: 2.102 0.087 -0.387 -0.668 -0.626 0.135 -0.280 -0.651 -1.256 -1.419 -0.049 -0.873 0.809 0.032 -1.316 1.211 -0.982 -1.500 -0.893 0.523 -0.361 -0.907 0.305 -0.752 -0.672 0.055 -0.840 0.796 0.531 -0.524 -1.351 -1.483 -1.473 -0.476 -1.649 0.282 0.631 0.545 0.238 0.570 0.356 0.287 0.491 0.284 0.683 0.449 0.745 0.387 0.469 0.374 0.286 0.650 0.514 0.198 0.113 0.472 0.312 0.186 0.483 0.495 0.346 0.544 0.296 0.567 0.373 0.575 0.466 0.456 0.132 0.313 0.146 0.428 0.025 0.302 0.334

***

# 5
A 3-piece molecular cluster, CH8O2S overall, computed with the ωB97M-V functional and the def2-TZVPD basis.

Geometry as ORCA input:
```
! RIJCOSX wB97M-V def2-TZVPD def2/J DEFGRID3
* xyz 0 1
S -0.46 -0.75 1.13
O 0.83 -0.46 -2.03
O 1.65 1.56 -0.10
C -1.94 0.05 0.40
H -2.38 0.64 1.19
H -1.60 0.67 -0.41
H -2.65 -0.69 0.07
H 2.17 2.18 -0.64
H -0.09 -1.29 -0.03
H 1.24 0.25 -1.49
H 0.85 2.05 0.11
H 1.67 -0.92 -2.21
*
```

Values from the calculation:
F_max: 1.5 eV/Å
Orbital gap: 0.3372 Ha

For each atom in turn, the Mulliken charge in e is: -0.218 -0.632 -0.659 -0.730 0.280 0.226 0.296 0.317 0.130 0.340 0.329 0.321

***

# 6
A 2-piece molecular cluster, C4H5F2IO2 overall, computed with the ωB97M-V functional and the def2-TZVPD basis.

Geometry as ORCA input:
```
! RIJCOSX wB97M-V def2-TZVPD def2/J DEFGRID3
* xyz 0 1
I 2.55 1.88 0.06
F 1.43 -0.27 1.59
F 2.91 -1.11 0.21
O -0.24 0.44 -1.40
O -0.48 -1.28 -0.32
C -1.23 -0.13 -0.47
C 1.95 -0.17 0.29
C -1.51 0.61 0.80
C 0.47 -0.61 -1.09
H -1.93 -0.07 1.43
H -2.10 -0.28 -1.06
H -2.20 1.38 0.63
H -0.55 0.93 1.18
H 0.94 -1.32 -1.84
*
```

Values from the calculation:
F_max: 5.7 eV/Å
Orbital gap: 0.3438 Ha

For each atom in turn, the Mulliken charge in e is: 0.052 -0.230 -0.230 -0.346 -0.356 0.359 0.190 -1.172 0.058 0.351 0.433 0.361 0.240 0.289

***

# 7
One molecule with the formula C4H11NS2, computed with the ωB97M-V functional and the def2-TZVPD basis.

Geometry as ORCA input:
```
! RIJCOSX wB97M-V def2-TZVPD def2/J DEFGRID3
* xyz 0 1
S -0.99 -1.73 -2.92
S -0.76 -3.53 -1.94
N -0.51 0.30 0.62
C 1.25 1.79 2.16
C -1.23 -0.79 -1.40
C 0.27 1.59 0.93
C -0.04 -0.57 -0.41
H 1.08 1.71 0.02
H 1.76 2.82 2.15
H 0.03 -3.96 -2.87
H -1.56 0.24 -1.61
H -0.68 0.08 1.55
H 0.26 -1.61 -0.13
H 0.85 1.56 3.13
H -2.03 -1.28 -0.87
H -0.53 2.43 0.59
H 0.75 -0.11 -0.94
H 2.08 1.05 1.93
*
```

Values from the calculation:
F_max: 5.5 eV/Å
Orbital gap: 0.3173 Ha

For each atom in turn, the Mulliken charge in e is: -0.068 -0.215 -0.225 -0.900 -0.924 -0.469 -0.289 0.187 0.281 0.152 0.367 0.198 0.318 0.314 0.414 0.283 0.312 0.264